Below is 2 unconnected molecules or ions with the total composition CH2FNO2 at a distorted geometry, with properties calculated with the ωB97M-V functional and the def2-TZVPD basis.

Calculated values
- E_LUMO (spin up / spin down): -0.0817 / -0.0817 hartree
- Kohn-Sham gap (spin up / spin down): 7.8 / 7.8 eV

Geometry as ORCA input:
```
! RIJCOSX wB97M-V def2-TZVPD def2/J DEFGRID3
* xyz 0 1
C 0.666 0.652 0.492
N -0.379 -0.075 0.675
O -1.112 -0.504 1.510
O -0.060 -0.615 -1.388
F -0.749 -1.621 -2.015
H 0.960 0.752 -0.514
H 0.674 1.411 1.239
*
```